[1]
9 unconnected molecules or ions with the total composition C39H77BrClF3N2O12PS at a distorted geometry, computed with ωB97M-V with the def2-TZVPD basis set.

Computed properties:
Charge: -1
Lowest unoccupied orbital energy: 1.60 eV
Electronic energy: -180083.523 eV

Each line ends with the Mulliken charge.
Geometry (Å):
H 3.44888 0.82695 2.17351  0.51
H 1.55966 5.19180 7.15031  0.31
H -4.60374 -2.58149 -0.24710  0.19
C 5.39610 -1.55194 -4.26501  -1.45
H -6.41569 -5.63779 1.13739  0.32
H -1.21085 -1.07426 -3.60084  0.33
H 0.57461 -5.11017 -8.84515  0.33
H 3.00294 -1.37608 -3.41719  0.23
H 1.26275 -3.15635 1.32268  0.99
P 1.80955 -2.86242 -1.04791  0.12
H 3.59301 4.79165 5.47059  0.29
H -4.88350 3.47680 -0.10120  0.13
C -5.39734 -2.37528 0.47326  -0.36
C -5.72962 -3.61803 1.25828  0.81
H 6.99155 4.87904 3.40060  0.21
H 4.27646 -3.07043 -5.24378  0.23
C -6.20979 -4.80996 0.46300  -1.18
H 0.86146 -0.82995 -2.16493  0.59
H -5.52648 1.34026 4.17210  0.33
H -0.05886 -3.63254 0.38363  1.15
H 1.92937 -0.12280 0.92442  -0.04
O 9.10175 5.89360 3.61910  -0.49
C 1.45469 -6.51424 -1.25451  0.47
H -4.67848 1.11665 6.68993  0.33
C -7.37486 3.20807 -1.41362  -0.52
H 2.82723 -0.43953 -1.17488  0.67
C 7.41311 2.37832 2.13047  -1.16
C -9.80094 1.26223 -4.37861  -1.02
H -0.06052 4.77357 6.55414  0.30
O -3.23627 -0.67456 4.63849  -0.50
O -2.82854 -0.26865 -0.09068  -0.24
H -7.94027 2.84277 -2.26586  -0.19
H 2.34202 -2.72525 -4.31909  -0.15
H -9.07844 0.93333 -5.12679  0.31
H 7.20281 3.64857 4.66046  0.36
H 7.91708 3.17092 1.57472  0.32
H 0.74182 -2.27963 -3.18803  0.77
H 3.19774 4.14455 3.86542  0.18
H 11.50890 5.28008 3.94897  0.29
C 6.52691 4.02712 3.89230  -0.41
H -10.65305 -1.83997 -3.04172  0.30
H 9.65606 8.14599 5.65035  0.33
H 3.32457 -4.13083 -2.33265  0.25
C 9.88899 6.65980 4.12044  0.78
H 8.41177 8.17905 4.38356  0.28
C 9.47124 8.03641 4.58063  -1.09
C -4.26230 -0.17061 5.02214  0.92
H -9.84781 -1.56326 -4.59978  0.33
H -1.24050 0.72659 -1.87606  -0.15
H 11.98145 6.98311 3.77568  0.34
O -5.62084 -3.66426 2.46191  -0.58
C 4.45366 -2.74610 -4.21600  -0.45
H -5.44535 -5.11155 -0.25468  0.30
F 0.67902 -7.43190 -1.85025  -0.23
H 4.96680 -0.75287 -4.87557  0.34
C 1.72947 -5.36146 -6.27513  -0.94
C 0.64987 -4.18079 -8.27805  -1.22
O 5.11007 2.54723 2.67677  -0.42
H -1.62209 -2.15640 2.35995  0.39
H 10.04177 8.79876 4.04798  0.33
C -0.87058 -2.05077 -2.01885  -0.09
H 4.91929 -3.59631 -3.71034  0.31
H -0.28526 -4.02399 -7.73840  0.31
F 1.39262 -6.75972 0.04117  -0.23
H -5.04179 0.06107 3.04452  -0.01
C 2.79795 -0.78219 0.92425  0.19
H 1.69740 -6.33095 -6.77753  0.51
H -10.74203 1.49567 -4.87957  0.35
H -3.31352 -0.69735 1.90203  -0.46
C -10.54199 -1.14448 -3.86972  -1.13
H -7.23618 2.38944 -0.70639  0.31
O 0.94467 3.40365 4.71569  -0.52
H 4.66720 -0.39979 2.00946  0.40
H -9.42409 2.15728 -3.89168  0.17
F 2.68699 -6.70495 -1.70791  -0.22
H 11.59578 6.33068 5.37826  0.33
C 6.23172 2.94529 2.88210  0.75
H 2.68032 -1.59002 1.64180  0.05
H 5.59570 4.34108 4.35698  -0.20
H 0.76572 6.22404 5.94651  0.31
H -6.27192 -0.26831 4.27986  0.31
H 4.33571 0.77924 0.67907  0.31
C 3.90874 0.14687 1.45399  -1.59
H -2.75591 1.42136 -2.45982  0.29
C 11.33912 6.28808 4.31861  -1.12
H -4.18266 4.59176 -1.28359  0.26
H 0.83692 -5.24767 -5.65821  0.25
H 8.12495 1.93710 2.83017  0.33
O 0.82327 -4.93068 -3.21624  -0.54
S 0.69558 -4.85937 -1.76149  1.17
C -2.76623 1.03999 -0.37171  0.80
N -1.70804 -1.56497 -2.85161  -0.71
O 2.72104 -3.47687 -7.35422  -0.55
O -9.78210 0.34494 -2.18055  -0.54
H -1.85967 0.21169 1.65744  0.68
C 1.80239 -4.26201 -7.29972  0.90
H -5.57603 5.10417 -0.30750  0.40
H -3.68032 -0.30204 7.07308  0.33
C 1.51349 4.36572 5.16599  0.73
C -2.04806 1.40856 -1.62839  -0.69
C -5.34641 0.26898 4.06638  -0.69
H -1.65725 2.41758 -1.51315  0.40
H -7.11959 -4.55311 -0.08240  0.31
H -7.93630 4.00595 -0.92424  0.37
O -3.29631 1.87661 0.33163  -0.66
C -5.11020 4.26120 -0.82277  -0.94
C -0.10712 -1.57759 0.94541  -0.58
H -11.51056 -0.99997 -4.35126  0.32
O -5.72716 3.69987 -3.05272  -0.59
C -4.52902 0.05350 6.49411  -1.31
C 3.08687 -2.45642 -3.55248  -0.15
H 2.59997 -5.32165 -5.62532  0.14
H 6.32397 -1.83742 -4.76996  0.46
C -1.58020 -1.86286 1.30755  -0.75
H -1.96430 -2.68263 0.69937  0.42
H -1.29391 -2.63298 -1.21067  0.32
C 0.90362 5.19348 6.27812  -1.12
C -6.03529 3.72508 -1.88250  0.87
C 0.63223 -1.89588 -2.17320  -1.62
H 2.79425 5.82834 4.26225  0.33
C 2.86517 4.81304 4.65761  -0.86
H 0.81243 -3.35284 -8.96453  0.33
H -5.06378 -1.59849 1.15365  -0.28
C 0.67090 -2.82586 0.47357  -2.36
C 2.93475 -1.29182 -0.50613  -0.70
H 7.06811 1.61279 1.43886  0.28
Cl 3.18303 -4.17852 0.21988  -0.22
H 0.35042 -1.25083 1.87905  0.87
O -0.69215 -4.98925 -1.32185  -0.72
C -10.01701 0.17496 -3.35257  0.86
H -0.06529 -0.69915 0.29395  0.14
H -6.28500 -2.02425 -0.05667  0.54
Br 4.88016 -1.82541 -0.62309  -0.21
H 5.64270 -1.17045 -3.27641  0.22
C -2.44057 -0.62437 1.25547  -0.30
N 2.88538 -3.22794 -2.35919  0.25
H -5.42571 -0.48879 6.79855  0.33


[2]
A molecular structure, C32H96B4F18N10O15S2 at a distorted geometry, computed with ωB97M-V with the def2-TZVPD basis set.

Computed properties:
Charge: +2
Lowest unoccupied orbital energy: -4.90 eV
Electronic energy: -153650.882 eV

Each line ends with the Mulliken charge.
Geometry (Å):
O 1.39547 -5.84648 1.76038  -0.37
H 2.18753 3.92304 0.04949  -0.08
H 2.35203 -3.41345 0.90778  -0.09
H 4.40246 -5.66520 -2.71926  0.37
H -1.85093 -4.72704 -5.95151  0.46
H -2.01715 -0.87206 8.55658  0.37
O -5.72927 1.16999 -0.50495  -0.19
H 2.00047 -5.97993 -0.18433  0.06
H -3.42701 3.73340 -2.81904  0.24
H -4.27830 -3.36874 -3.58694  0.54
F -3.60627 0.97989 2.47595  -0.16
H -0.38306 5.77533 -2.22080  -0.24
H -4.41791 5.03578 -2.08418  0.38
H 0.05566 3.61969 -4.37035  0.49
H -0.94219 -3.82572 -4.91759  -0.06
H 1.67884 1.77450 -1.12073  -0.80
C -2.92944 -3.14078 -5.25014  0.39
C 2.38410 -6.24593 0.82162  -0.39
N 2.78736 3.48053 -0.70240  0.56
B -4.43902 0.97411 3.87438  -0.04
C -3.51429 3.81587 1.57997  1.21
O 3.50046 -1.95936 -3.69677  -0.57
N -1.16622 -1.31282 8.16816  -0.19
O -0.29343 1.14535 7.49871  -0.46
H -6.03067 -0.81242 -1.30176  0.43
O 0.00484 -0.61553 -0.50292  -0.18
H 5.24371 -3.76613 -4.21480  0.32
H -3.49709 -1.56402 1.22944  -0.03
H 3.29487 1.82403 3.23986  0.28
F 0.23855 6.64323 0.88947  -0.36
H 1.93205 -1.07599 -2.71011  -0.10
O -1.11435 1.20342 -0.50814  -1.06
H -2.41777 2.25897 2.24279  0.08
C 1.36770 -2.24033 2.49725  -1.48
H 6.11194 -2.85897 -1.55568  0.08
H 2.52692 7.22230 -3.87330  0.40
F 0.16614 4.41440 0.19954  0.13
H 0.46381 -2.21879 3.10470  0.36
C 0.61194 8.15923 -2.19991  -1.81
C 1.53003 -3.43180 1.62623  1.34
H 3.23450 6.13330 -2.82954  0.32
H 1.51936 6.68922 -1.12105  -0.08
H 3.73780 -2.71564 -1.77623  -0.08
C -3.69098 4.56825 0.30856  -1.47
C -3.48954 4.44387 -1.99699  -0.79
H 0.15673 6.13932 -3.82614  0.60
H 0.79085 2.49025 -3.24739  0.05
H 0.88905 -4.60270 3.25406  0.44
C 1.63111 -4.67601 2.46049  -1.25
H -4.72310 4.95474 0.31936  0.45
N 2.66682 6.99793 -2.88043  -0.05
N -1.67141 -3.74685 -5.69150  -0.01
H 0.15674 -2.67392 0.21312  -0.82
N 6.14094 -2.79401 -2.60438  0.06
C -1.92609 -1.77510 5.90283  -1.78
C -3.49794 4.73421 2.78747  -1.72
H -6.73981 2.89233 -0.65688  0.25
C 3.74340 -3.05329 -2.82214  0.87
C -2.71092 -1.64170 -5.14643  -0.90
H 1.15635 8.99730 -1.77621  0.47
H 0.34564 8.42972 -3.23571  0.46
H 0.27542 -4.28965 0.12526  0.25
H -5.16919 -1.40300 0.94556  0.56
H -4.47212 5.22741 2.82667  0.48
H 3.93740 0.32593 2.52399  0.06
C 2.66690 1.54352 0.75827  0.78
H 1.48723 -1.30234 1.96181  -0.14
H -2.13336 2.53791 0.63950  -0.59
H -2.18822 0.28519 -3.15712  0.06
F -3.85591 -5.28095 1.61961  -0.34
H -0.43081 3.43125 -2.56136  0.27
O 6.11627 -0.93271 2.13656  -0.64
F 0.63008 -4.48825 -4.35595  -0.54
H -2.12995 0.87437 6.63620  0.34
H 1.50219 -2.30098 -3.95835  0.12
F -5.73071 1.42287 3.47076  -0.35
H -0.63590 -3.64441 1.32482  -0.11
H 5.22604 -4.92359 -1.41596  0.12
H -4.45417 -2.61210 -1.36528  0.63
O -0.62440 0.28761 1.36025  -0.42
C 2.64984 1.95530 -0.66668  1.10
B -2.67473 -4.85755 2.24853  0.23
N -0.62525 0.29012 0.13586  -0.14
H 2.35018 3.76877 -1.60493  0.44
H -0.32056 8.15963 -1.66232  0.36
C 1.32968 6.84382 -2.18640  0.30
H -2.71118 -3.62903 -3.12824  0.14
O -1.67650 -1.41383 -4.23173  0.17
H 3.20266 7.78853 -2.48132  0.43
H -3.22234 0.10464 -0.63606  -1.39
N 0.27551 -3.51149 0.81875  2.23
H -0.51926 -0.05434 -3.30410  -0.24
C 4.05492 1.41111 2.55882  -0.55
F 6.04916 -5.08569 0.70041  -0.22
H 2.50967 -7.31907 0.82444  0.38
H -4.36268 3.13940 1.66214  -0.03
H -5.58441 2.65342 -1.97669  0.21
C 3.70721 1.35403 -1.55554  -1.07
F -4.41496 -0.36938 4.28866  -0.29
O 7.29724 -3.68249 2.52304  -0.58
H 7.07686 -3.07065 -2.92306  0.43
O -3.52567 3.71173 -0.79365  0.29
C -3.66544 -1.86405 -1.37994  -1.30
C 0.51092 5.75769 -2.86075  -0.06
H 0.11412 -1.27783 6.47190  0.21
F 2.05743 5.14557 1.30826  -0.48
O 4.31197 -1.13684 0.37819  -0.54
H -1.22823 -3.29354 -6.49968  0.41
N -4.25205 -0.94476 0.81632  0.58
H 3.01302 -3.87683 -2.87564  -0.28
F -0.96904 -5.68440 -3.26255  -0.30
N 6.26531 -2.65626 0.43835  -0.69
C 5.23972 -5.00577 -2.49760  -1.21
H -3.44800 -4.83399 -4.06844  0.44
H 1.97569 -0.64816 -4.34558  0.43
H -5.12952 0.26712 -2.26132  0.46
H -1.85744 -1.47923 4.85681  0.15
H -1.61895 -2.81828 5.88617  0.58
F 0.02744 -3.84383 -2.12715  -0.01
F 6.54064 -0.27538 -0.18613  -0.27
H -3.72042 -1.28694 -4.87300  0.26
H 5.91879 -1.82334 -2.86670  0.43
N -2.25607 3.04290 1.56238  1.52
H 1.59400 1.60489 8.09317  0.32
H 2.61030 -4.69518 2.95262  0.53
S 6.12522 -3.74139 1.59651  0.99
H 1.64661 0.56502 6.73921  0.30
C 2.17882 -1.48751 -3.69415  -0.13
O 3.86971 1.87437 1.25947  -0.57
C -4.07008 -0.58593 -0.62176  2.52
F -2.72355 -4.58470 3.64379  -0.32
H -1.23481 -2.33655 8.23913  0.37
H -3.63103 -3.36769 -6.04918  0.32
C -0.91305 -0.98293 6.69351  0.44
H 2.22604 -2.16451 3.17166  0.49
H -1.37791 0.61042 -4.75519  0.43
C 0.32944 3.46590 -3.32297  -0.61
H 6.10356 -5.59801 -2.80325  0.44
H 3.31702 -5.70063 0.86519  0.09
H 1.17625 2.19982 6.49299  0.31
H -2.94977 -1.74690 6.27215  0.46
C -1.10312 0.50994 6.53616  -0.26
C -1.44028 -0.04872 -3.87698  -0.33
S 5.71915 -1.21791 0.78676  1.16
F -2.48803 -3.37400 1.63663  -0.56
H 1.85614 1.97234 1.35393  0.75
B 0.59117 5.31638 1.29950  0.13
H -3.48224 4.15877 3.71473  0.31
H 2.47670 0.45490 0.77555  -0.72
H -2.66435 5.16307 -2.02429  0.06
H -3.04922 5.44155 0.20791  0.47
H -3.47983 -1.66164 -2.43537  -0.32
F -1.47194 -5.42078 1.78583  -0.32
H 3.55246 1.65894 -2.59864  0.46
F -3.74630 1.88395 4.67373  -0.33
O 1.18306 4.54239 -2.86761  -0.62
F -0.02846 4.90050 2.51405  -0.35
H 4.75731 1.45916 -1.29674  0.29
H 5.00651 1.63266 3.01873  0.31
C -6.30286 2.15460 -1.32451  -0.83
H -7.13176 1.80074 -1.95297  0.42
F 1.26032 -5.87525 -2.52825  -0.32
C 1.04909 1.36952 7.17974  -0.75
C -5.28741 0.00542 -1.21860  -1.18
H -1.36068 3.54382 1.75215  0.22
H -2.72952 -2.31429 -1.06290  0.27
H 3.53750 0.26981 -1.55213  -0.12
C 5.04788 -3.65023 -3.15443  -0.15
H -2.46699 -1.20926 -6.12449  0.49
H 3.73786 3.85648 -0.63062  0.49
C -3.35179 -3.75662 -3.99294  -1.37
H -0.80865 0.75175 5.50354  0.18
B 0.24646 -5.00298 -2.98755  0.01
H -2.63926 5.40252 2.82647  0.32
O 4.78889 -3.44897 2.13962  -0.52
H -0.35496 -0.95753 8.68367  0.38
H -4.31356 -0.05123 1.36673  0.07


[3]
2 unconnected molecules or ions with the total composition C5H11O2 at a distorted geometry, computed with ωB97M-V with the def2-TZVPD basis set.

Computed properties:
Charge: -1
Lowest unoccupied orbital energy: 3.40 eV
Electronic energy: -9458.882 eV

Each line ends with the Mulliken charge.
Geometry (Å):
H -1.31974 -1.64369 -3.49704  0.24
H -3.53283 0.21316 -2.69053  0.29
H -0.55184 0.10759 1.94727  0.31
H -1.97854 0.74374 -3.21274  0.30
O 1.68413 0.11292 2.84491  -0.71
H 0.81853 1.59676 -0.16285  0.38
H -0.68306 0.80308 -0.85558  -0.29
C -2.11545 -1.45986 -2.74456  -0.82
H -0.08461 -0.79481 0.46166  0.23
H -1.84304 -2.01364 -1.83803  0.28
C 1.59805 0.07559 1.63338  0.47
H -2.21243 0.32793 -1.54916  0.16
H -3.01577 -2.04897 -3.00541  0.30
C -0.15131 1.16636 0.03792  -0.40
C -2.43807 0.01586 -2.50903  -0.67
O 2.53164 0.11724 0.81184  -0.72
C 0.03511 0.02879 1.03947  -0.55
H -0.89284 1.90715 0.40547  0.20


[4]
2 unconnected molecules or ions with the total composition C2H4FIOS at a distorted geometry, computed with ωB97M-V with the def2-TZVPD basis set.

Computed properties:
Charge: 0
Lowest unoccupied orbital energy: -0.26 eV
Electronic energy: -25837.512 eV

Each line ends with the Mulliken charge.
Geometry (Å):
H -0.63514 1.22583 -1.74196  0.36
H 0.38556 -1.11027 1.59750  0.32
C 0.96433 -0.48980 1.04743  -0.83
F 1.70281 -0.06269 -1.16263  -0.25
C 1.26595 -0.85465 -0.18116  0.06
H 1.23849 -1.89550 -0.37665  0.36
I -2.81380 -0.42647 0.51685  0.08
S -1.44285 1.42108 0.27431  -0.02
H 0.70056 0.44747 1.34457  0.35
O -1.36591 1.74502 -1.31825  -0.44


[5]
A molecular structure, C6H29AgN10O12 at a distorted geometry, computed with ωB97M-V with the def2-TZVPD basis set.

Computed properties:
Charge: +1
Multiplicity: 2
Lowest unoccupied orbital energy (spin up / spin down): -3.78 / -8.14 eV
Electronic energy: -50160.293 eV

Each line ends with the Mulliken spin population.
Geometry (Å):
H 0.28352 -1.57617 2.03470  0.00
H -2.69908 -0.11845 2.67359  0.00
C 2.32316 -4.62240 -2.34005  0.00
O 0.85635 3.77822 0.55817  0.00
H 1.73921 -3.82655 -0.55111  0.00
C -3.39070 2.27118 1.01860  0.00
H 3.86797 -6.03927 -2.02829  0.00
O 0.21159 2.41207 -2.10257  0.00
C -0.88117 -0.68876 3.31896  -0.01
N 0.35180 1.95729 1.83728  0.00
H -3.01560 4.22270 1.54978  0.00
H -2.01241 1.41749 -0.17523  0.00
N 0.31173 -1.16116 2.95749  0.04
N 3.17373 -5.43307 -1.63816  0.00
H -1.61684 -0.63673 1.39043  0.00
O -1.17296 -0.41947 -0.08423  0.02
H 1.78697 -1.54570 -4.33960  0.00
O 1.89995 0.72755 -0.66087  0.00
H 3.73871 -0.59509 -1.77817  0.00
C 3.00797 0.49125 -0.19649  0.00
O -1.12430 -0.47046 4.56935  0.92
H -3.94899 -0.38531 -0.00777  0.00
H 0.04432 1.56676 0.95693  0.00
Ag -3.63976 -3.24889 -0.95737  0.00
O 0.85595 -1.75898 -4.44051  0.00
H -5.31984 -1.06209 0.04025  0.00
N -2.34300 2.30244 0.16335  0.00
O 0.04831 -1.15486 -1.76026  0.00
H 4.79877 -0.51371 -0.42051  0.00
H -0.15323 1.74645 2.67701  0.00
O 2.14090 -4.71051 -3.53229  0.00
H 0.41986 3.35023 -2.06661  0.00
C -0.94224 -1.37788 -0.88831  0.00
H 0.90713 1.98011 -1.58363  0.00
H 0.44985 -0.29423 -1.55456  0.00
N 1.65877 -3.70971 -1.54463  0.00
O -4.44736 -1.14575 -0.35860  0.00
O -1.99230 1.07926 -3.25740  0.00
N 3.96237 -0.20299 -0.88096  0.00
H -4.28226 3.34935 2.45344  0.00
H 3.20311 -5.30446 -0.64250  0.00
H 4.29753 0.62047 1.35172  0.00
H 0.40755 -1.33050 -3.70103  0.00
H 2.71202 1.32310 1.60912  0.00
N -1.82896 -0.57396 2.41839  0.03
N 3.44682 1.01772 0.99099  0.00
H 0.91821 -3.13083 -1.90544  0.00
H 0.99818 3.48040 3.72063  0.00
C 0.77641 3.27222 1.65717  0.00
O -1.56169 -2.44517 -0.95704  0.00
H 1.06109 -1.39294 3.58683  0.00
N 1.06008 3.91678 2.81950  0.00
H -1.90359 3.14596 -0.16371  0.00
O -4.05409 1.25492 1.25316  0.00
N -3.53401 3.39831 1.78705  0.00
H -2.01151 0.35396 -2.62866  0.00
H 1.32134 4.88629 2.81782  0.00
H -1.16535 1.55355 -3.06519  0.00